Record 1
Molecular formula: C4H9O2P
Method: DFT, the ωB97M-V functional and the def2-TZVPD basis

Cartesian coordinates (Å):
C 0.252405 0.000044 -0.437986
C 1.541053 0.179207 0.490443
C -2.101522 0.817135 -0.289468
C -1.114003 -0.255290 0.171977
O 0.884208 1.223197 -0.187594
O -1.549058 -1.560431 -0.127487
P 3.166949 -0.347578 -0.173188
H 0.437355 -0.419963 -1.423236
H 1.355195 0.145062 1.558621
H -3.085521 0.621238 0.131007
H -2.170442 0.835104 -1.374911
H -1.757506 1.788147 0.054445
H -1.038753 -0.223718 1.265849
H -1.918690 -1.576106 -1.018141
H 3.189928 -1.536310 0.552203
H 3.908396 0.310269 0.807460

Atoms 1-6, force components in eV/Å:
C 2.134 -0.450 1.932
C -4.004 -0.221 -2.485
C 0.192 -0.296 0.292
C -0.072 0.636 0.106
O -0.169 0.936 0.131
O -0.055 -0.302 -0.177

2S+1: 3
E_LUMO (alpha / beta) in eV: 0.9 / -3.3
HOMO level (alpha / beta) in eV: -4.17 / -10.23
DFT total energy in hartree: -649.3530
Orbital gap (alpha / beta) in eV: 5.1 / 6.9
Energy above the lowest of the compared OMol25 structures with the same formula, charge and spin in kJ/mol: 376.26

These are the Mulliken partial charges, in e, on atoms 1 to 8:
1. C -0.09
2. C -0.46
3. C -1.37
4. C 0.18
5. O -0.32
6. O -0.54
7. P 0.17
8. H 0.28

***

Record 2
Molecular formula: C4H11N2O
Method: DFT, the ωB97M-V functional and the def2-TZVPD basis

Cartesian coordinates (Å):
N 1.867959 0.269416 0.985114
C 0.513574 0.607998 1.590396
C -0.687856 -0.076807 0.887137
N -1.053269 0.554392 -0.371945
C -1.389278 -0.184000 -1.477809
C -0.073636 -0.939784 -2.013026
O 0.895316 -1.116777 -1.361462
H 2.617372 0.284455 1.678528
H 2.049781 0.828510 0.144406
H 1.821731 -0.696209 0.623691
H 0.513837 0.379087 2.648659
H 0.377214 1.681856 1.461178
H -1.477304 -0.084384 1.632799
H -0.432844 -1.128451 0.697298
H -1.684996 1.334880 -0.216144
H -2.134194 -0.959536 -1.545649
H -1.585531 0.508003 -2.297619
H -0.137876 -1.262647 -3.065551

Atoms 1-6, force components in eV/Å:
N -1.111 -1.124 -0.365
C -0.446 0.803 -0.720
C 2.027 -1.137 0.080
N -2.113 -0.677 2.054
C 1.966 0.880 -2.132
C 0.335 -0.460 -0.290

2S+1: 2
E_LUMO (alpha / beta) in eV: -8.0 / -12.8
HOMO level (alpha / beta) in eV: -19.78 / -19.46
Net charge: +2
DFT total energy in hartree: -343.0175
Orbital gap (alpha / beta) in eV: 11.8 / 6.7
Energy above the lowest of the compared OMol25 structures with the same formula, charge and spin in kJ/mol: 91.59

These are the Mulliken partial charges, in e, on atoms 1 to 8:
1. N -0.24
2. C -0.69
3. C -0.55
4. N 0.04
5. C -0.54
6. C 0.11
7. O -0.33
8. H 0.36

***

Record 3
Molecular formula: C32H53N7O3P2SSi2Sr
Method: DFT, the ωB97M-V functional and the def2-TZVPD basis

Cartesian coordinates (Å):
Sr -0.454103 -1.672105 0.915469
C 2.803775 -1.567890 -1.187666
N 3.539992 -1.441339 0.080639
C 4.500217 -0.343887 0.124489
P 3.209246 -2.366731 1.382786
O 1.950006 -3.138486 1.281422
O 3.219042 -1.321089 2.635764
P 2.070663 -0.381676 3.321758
O 0.804243 -1.131835 3.407746
N 2.720106 0.066320 4.748551
C 2.207625 -0.520682 5.982340
C 4.095645 0.536714 4.801285
N 2.055110 0.974905 2.375896
C 1.851624 2.322333 2.900948
C 1.402560 0.742306 1.086607
N 4.491734 -3.332111 1.743691
C 4.318246 -4.187455 2.915348
C 5.861414 -2.899760 1.524564
H 2.953667 -0.642136 -1.742143
H 1.725842 -1.680210 -1.060634
H 3.163867 -2.397685 -1.796510
H 5.351182 -0.533386 -0.534371
H 4.868392 -0.195868 1.137726
H 4.018843 0.583137 -0.195081
H 1.162578 -0.788455 5.850874
H 2.283652 0.216032 6.783505
H 2.774991 -1.411817 6.268905
H 4.384291 0.962202 3.840872
H 4.787661 -0.276385 5.043706
H 4.189731 1.312726 5.563465
H 2.321379 2.420391 3.876031
H 0.790666 2.562756 2.999513
H 2.312378 3.037469 2.216263
H 1.642264 -0.290664 0.835717
H 1.841761 1.360843 0.302509
H 0.321057 0.902136 1.150291
H 3.284666 -4.520919 2.975634
H 4.580853 -3.664554 3.842348
H 4.959653 -5.063468 2.813736
H 5.968758 -2.465142 0.533927
H 6.512334 -3.772950 1.576377
H 6.203071 -2.175891 2.275393
C -2.253634 -6.012490 -1.789950
N -2.399032 -4.622579 -2.169857
C -3.509359 -4.055292 -2.776016
C -3.244886 -2.744989 -2.944506
N -1.976073 -2.522281 -2.445023
C -1.459648 -3.670325 -1.960645
S 0.062694 -3.846679 -1.251290
C -1.316539 -1.237104 -2.406287
C -0.643031 -0.825921 -3.522377
C 0.283708 0.257059 -3.314629
C 0.175243 1.029510 -2.219205
C -1.066315 0.825378 -1.380032
N -1.356377 -0.617318 -1.224690
H -2.916940 -6.613611 -2.407122
H -2.501671 -6.154872 -0.737974
H -1.221961 -6.317551 -1.946492
H -4.374946 -4.637793 -3.033969
H -3.820684 -1.949721 -3.381062
H -0.671017 -1.395173 -4.439278
H 1.109884 0.383307 -4.007272
H 0.911168 1.788686 -1.978026
H -0.952858 1.239827 -0.372710
C -3.982295 0.309983 2.852962
Si -2.109526 0.572112 2.539122
C -1.477435 0.860373 4.331918
C -2.086280 2.389953 1.905197
H -4.410710 1.097628 3.483122
H -4.172474 -0.649592 3.342064
H -4.528343 0.304411 1.903809
H -2.067467 1.637681 4.831389
H -0.428339 1.173935 4.350272
H -1.541901 -0.054332 4.927783
H -2.516285 3.048636 2.668955
H -2.666115 2.528086 0.990929
H -1.075408 2.761956 1.697646
C -4.041495 0.669036 -6.320184
C -2.894428 1.437821 -6.163454
C -2.469417 1.800534 -4.895101
C -3.170815 1.394893 -3.756645
C -4.338752 0.652162 -3.935682
C -4.770459 0.284383 -5.204682
Si -2.574279 1.806507 -2.030430
C -2.150888 3.640662 -2.004561
C -2.907480 4.549942 -2.748174
C -2.630653 5.909320 -2.727147
C -1.579150 6.390249 -1.959762
C -0.812348 5.506058 -1.215206
C -1.099021 4.148172 -1.239147
H -4.374377 0.386808 -7.311209
H -2.333223 1.755067 -7.033704
H -1.571487 2.398611 -4.785383
H -4.924569 0.364796 -3.068015
H -5.680426 -0.292064 -5.323407
H -3.716886 1.514608 -1.131880
H -3.725653 4.188213 -3.362021
H -3.234075 6.593522 -3.310469
H -1.359216 7.450311 -1.941308
H 0.006890 5.875144 -0.610331
H -0.493657 3.478657 -0.638556

Atoms 1-6, force components in eV/Å:
Sr -0.175 -0.297 0.386
C 0.154 0.013 -0.055
N 0.045 0.204 -0.129
C -0.007 0.007 0.077
P -0.063 -0.262 0.328
O -0.193 0.741 -0.115

2S+1: 1
E_LUMO in eV: 0.3
HOMO level in eV: -5.70
DFT total energy in hartree: -3550.9815
Orbital gap in eV: 6.0
Energy above the lowest of the compared OMol25 structures with the same formula, charge and spin in kJ/mol: 34.29

These are the Mulliken partial charges, in e, on atoms 1 to 8:
1. Sr 1.46
2. C -0.82
3. N 0.41
4. C -1.03
5. P 0.37
6. O -1.01
7. O 0.83
8. P 0.58

***

Record 4
Molecular formula: C32H34OOsP
Method: DFT, the ωB97M-V functional and the def2-TZVPD basis

Cartesian coordinates (Å):
C 5.578686 2.040354 0.145436
C 5.594159 1.603727 -1.254105
C 5.460850 3.452407 0.505638
C 5.853489 1.056508 1.202643
H 6.333320 3.802201 1.079500
H 4.577759 3.651622 1.133983
H 5.404181 4.088139 -0.383250
H 6.617368 1.360830 -1.602700
H 5.199647 2.379270 -1.916523
H 4.991854 0.693661 -1.386527
H 6.934009 0.843062 1.293881
H 5.365819 0.090405 1.023971
H 5.527001 1.435161 2.177230
C -0.252697 2.951620 -0.766674
C 0.849505 3.770600 -0.402375
C 2.016081 3.219511 -1.016538
H 0.834031 4.651450 0.231869
C 1.640681 2.043219 -1.707847
C 0.250255 1.855171 -1.526031
H -0.326683 1.014084 -1.888199
H -1.277257 3.100854 -0.462959
H 3.018912 3.647822 -0.985880
H 2.341310 1.381274 -2.214026
C 0.816556 0.273633 1.933799
C -0.069889 1.342054 2.216481
C 0.683883 2.519876 2.437399
H -1.153716 1.276584 2.273859
C 2.057339 2.168345 2.362171
C 2.140090 0.775643 2.070710
H 3.062576 0.196183 2.022822
H 0.510988 -0.713504 1.593440
H 0.294748 3.506532 2.693052
H 2.884005 2.866955 2.419962
Os 1.114612 1.850007 0.471833
O -0.547104 -1.165735 -0.766590
P -1.938130 -1.697556 -0.464289
C -1.931984 -2.343465 1.229966
C -1.125913 -3.470797 1.461344
C -0.840394 -3.891485 2.761405
C -1.420611 -3.226888 3.850900
C -2.322115 -2.180243 3.619924
C -2.624345 -1.771831 2.314769
C -3.109708 -0.351768 -0.804659
C -3.806487 -0.287722 -2.029716
C -4.468468 0.880489 -2.405567
C -4.520036 1.959219 -1.527910
C -3.918069 1.873802 -0.270686
C -3.198752 0.732136 0.090778
C -2.335026 -3.066196 -1.582413
C -3.284399 -4.048291 -1.273760
C -3.647968 -4.990484 -2.246305
C -3.045557 -4.977074 -3.506859
C -2.014447 -4.061075 -3.780324
C -1.651372 -3.120309 -2.814062
H -0.711364 -4.017203 0.611860
H -0.184687 -4.753514 2.923261
H -1.228058 -3.587076 4.864478
H -2.820929 -1.696541 4.455187
H -3.428097 -1.060422 2.137922
H -3.824305 -1.156329 -2.690432
H -4.982476 0.947970 -3.361292
H -5.095748 2.840606 -1.781364
H -4.063012 2.682227 0.450231
H -2.782421 0.660562 1.099633
H -3.739133 -4.095240 -0.278748
H -4.455199 -5.679926 -2.003278
H -3.409466 -5.632314 -4.297255
H -1.529562 -4.058622 -4.760652
H -0.868134 -2.384164 -3.001543

Atoms 1-6, force components in eV/Å:
C -0.286 -0.312 0.027
C 0.068 -0.188 -0.604
C 0.193 0.841 0.053
C 0.178 -0.292 0.532
H -0.147 0.003 0.028
H 0.094 0.072 -0.006

2S+1: 5
E_LUMO (alpha / beta) in eV: -1.9 / -5.3
HOMO level (alpha / beta) in eV: -7.93 / -11.66
Net charge: +1
DFT total energy in hartree: -1746.6238
Orbital gap (alpha / beta) in eV: 6.0 / 6.4

These are the Mulliken partial charges, in e, on atoms 1 to 8:
1. C 1.08
2. C -1.30
3. C -1.18
4. C -1.46
5. H 0.38
6. H 0.10
7. H 0.38
8. H 0.37